Formula: C48H56N13SScSe
Source: the Open Molecules 2025 dataset
Level of theory: ωB97M-V with the def2-TZVPD basis set

Kohn-Sham gap: 5.14 eV
E_tot: -166940.5129 eV
Relative energy (zero: lowest compared OMol25 entry of this formula, charge and spin): 21.4 kJ/mol
E_LUMO: 0.211 eV

XYZ file:
```
120
Properties=species:S:1:pos:R:3:forces:R:3
Se 4.2664 -1.9648 -6.9888 0.0 0.0 0.0
Sc -0.1144 -0.3573 -0.1940 -0.4 -0.2 -0.5
S -1.3917 -0.6950 -2.4005 0.0 0.0 0.0
N 1.5487 -0.5543 -1.5248 0.2 0.0 0.1
N -0.3793 2.4814 -2.8406 0.0 0.0 -0.1
N -3.5914 1.4018 2.5171 0.0 0.0 0.0
N -0.4243 -2.1042 -2.8267 0.1 0.0 0.0
N 2.7583 -3.1309 0.2448 0.0 0.0 0.0
N 4.4200 -1.1001 -5.4264 0.0 0.0 -0.1
N -1.4363 -2.2220 0.6568 0.0 0.0 0.0
N -1.6930 0.8286 1.1891 0.1 -0.1 0.3
N -1.1166 3.9701 -1.2520 0.0 0.0 0.0
N 2.6636 -2.6495 -6.5687 0.1 0.0 0.0
N -3.7888 1.0459 0.2269 0.0 0.0 0.0
N 0.9333 -1.3224 1.4216 0.1 0.1 0.0
N 0.0146 2.0090 -0.5869 0.0 0.0 0.1
C -2.8727 -2.2820 0.3747 0.0 0.0 0.0
C 4.1719 0.0946 2.5707 0.0 0.0 0.0
C 2.4989 0.2368 -0.9745 0.0 0.0 0.0
C -0.7614 -3.3792 -0.0078 0.0 -0.1 0.1
C 3.0894 -0.8206 -3.4031 0.0 -0.1 0.0
C 0.9578 2.8338 2.9542 0.0 0.0 0.0
C 0.5761 -2.0653 3.7512 0.0 -0.1 0.0
C 0.7610 1.7856 -3.4165 0.0 0.0 0.0
C -3.3344 1.3060 -1.1242 0.0 0.0 0.0
C 3.3443 -1.3566 -4.7390 -0.1 0.0 0.1
C 3.6101 -3.5467 -0.8532 0.0 0.0 0.0
C -0.3160 -2.5394 4.7031 0.0 0.0 0.0
C 1.1442 -2.5972 -4.6600 0.0 0.1 0.0
C -0.0892 1.3532 4.5365 0.0 0.0 0.0
C 2.8126 -0.1451 2.4388 0.0 0.0 0.0
C -0.8091 1.2972 2.2186 0.0 0.0 0.0
C 1.5236 3.6164 0.3539 0.0 0.0 0.0
C -1.1381 -2.2708 2.0752 0.1 0.0 0.0
C 2.1930 4.2312 1.4239 0.0 0.0 0.0
C -0.8764 0.8192 3.4996 -0.1 0.0 0.1
C 2.3136 -4.2614 1.0442 0.0 0.0 0.0
C 0.1738 -1.8768 2.4206 0.0 0.1 0.0
C -2.0158 -2.7465 3.0300 0.0 0.0 0.0
C -1.4553 2.7512 -3.7763 0.0 0.0 0.0
C -1.1934 -3.1555 -3.3092 0.0 0.0 0.0
C 0.7712 2.3753 4.2817 0.0 0.0 0.0
C 0.3356 -3.5753 -5.1121 0.0 0.0 0.0
C 2.3275 -1.1933 1.6606 0.0 0.0 0.1
C 3.2431 -2.0533 1.0311 0.0 0.0 0.0
C 5.0733 -0.7344 1.9205 0.0 0.0 0.0
C -0.9103 5.1649 -2.0482 0.0 0.0 0.0
C -2.9757 1.0515 1.3141 0.1 0.0 -0.1
C -3.9416 0.3994 3.5067 0.0 0.0 0.0
C 1.8102 -1.1408 -2.7705 0.0 0.1 0.1
C -0.8492 -3.9142 -4.3600 0.0 0.0 0.0
C 0.8762 -1.9096 -3.4027 -0.1 -0.1 0.0
C 0.2125 2.2581 1.8856 0.0 0.0 0.0
C -1.7861 4.1954 0.0108 0.1 0.0 0.0
C -4.4079 2.5981 2.5625 0.0 0.0 0.0
C -1.6212 -2.8581 4.3636 0.0 0.0 0.0
C 1.9226 3.8372 2.7001 0.0 0.0 0.0
C 2.3674 -2.2238 -5.3764 0.0 0.0 0.1
C -5.2106 0.7747 0.3267 0.0 0.0 0.0
C 0.5535 2.6615 0.5537 -0.1 0.0 0.0
C 3.7055 0.5488 -1.5199 0.0 0.0 -0.1
C 4.6071 -1.8015 1.1681 0.0 0.0 0.0
C -0.4575 2.7991 -1.5338 0.0 0.0 0.0
C 3.9937 -0.0148 -2.7915 0.0 0.0 0.1
H 3.1564 -4.7776 1.5309 0.0 0.0 0.0
H -3.2939 -3.2606 0.6297 0.0 0.0 0.0
H -1.5325 -0.0040 3.7302 0.0 0.0 0.0
H 1.5746 1.7433 -2.6982 0.0 0.0 0.0
H -5.4710 -0.0090 -0.3885 0.0 0.0 0.0
H -4.1346 3.2711 1.7508 0.0 0.0 0.0
H 0.5737 -4.0843 -6.0362 0.0 0.0 0.0
H 1.5857 -1.8069 4.0399 0.0 0.0 0.0
H -5.4732 0.4289 1.3209 0.0 0.0 0.0
H 1.7988 -4.9808 0.4038 0.0 0.0 0.0
H 4.5196 0.9312 3.1647 0.0 0.0 0.0
H -5.0260 0.2214 3.5035 0.0 0.0 0.0
H -2.1332 -3.2948 -2.7887 0.0 0.0 0.0
H 4.4911 -4.1246 -0.5308 0.0 0.0 0.0
H 4.9251 0.1995 -3.3012 0.0 0.0 0.0
H -2.7279 4.7185 -0.1781 0.0 0.0 0.0
H -0.7361 -4.2296 0.6780 -0.1 0.0 0.0
H -3.3947 -1.5179 0.9496 0.0 0.0 0.0
H -0.4642 5.9453 -1.4231 0.0 0.0 0.0
H 1.8018 3.8566 -0.6664 0.0 0.0 0.0
H 6.1385 -0.5565 1.9988 0.0 0.0 0.0
H -0.2336 4.9570 -2.8718 0.0 0.0 0.0
H -3.0147 -3.0530 2.7473 0.0 0.0 0.0
H -1.9997 3.2444 0.4894 0.0 0.0 0.0
H -4.2247 3.1166 3.5065 0.0 0.0 0.0
H -2.3159 3.1668 -3.2573 0.0 0.0 0.0
H 2.4587 4.2618 3.5401 0.0 0.0 0.0
H -3.5967 0.4818 -1.7878 0.0 0.0 0.0
H 0.4858 0.7755 -3.7191 0.0 0.0 0.0
H 2.9470 4.9819 1.2246 0.0 0.0 0.0
H 1.6228 -3.9313 1.8190 0.0 0.0 0.0
H -0.1882 0.9437 5.5339 0.0 0.0 0.0
H -3.0204 -2.0910 -0.6861 0.0 0.0 0.0
H -1.7470 1.8091 -4.2457 0.0 0.0 0.0
H 4.4016 1.1830 -0.9914 0.0 0.0 0.0
H -1.3159 -3.6547 -0.8963 0.0 0.0 0.0
H -5.8027 1.6632 0.0886 0.0 0.0 0.0
H 0.2632 -3.1298 -0.2831 0.0 0.0 0.0
H -1.4827 -4.7390 -4.6529 0.0 0.0 0.0
H 3.0276 -4.1769 -1.5283 0.0 0.0 0.0
H 3.9468 -2.6736 -1.4115 0.0 0.0 0.0
H 0.0188 -2.6537 5.7275 0.0 0.0 0.0
H 1.3617 2.8216 5.0729 0.0 0.0 0.0
H -1.1808 4.7990 0.6949 0.0 0.0 0.0
H -2.3161 -3.2254 5.1074 0.0 0.0 0.0
H -1.1381 3.4499 -4.5563 0.0 0.0 0.0
H 1.0908 2.3473 -4.2959 0.0 0.0 0.0
H -2.2581 1.4236 -1.1326 -0.1 0.0 0.0
H -3.4467 -0.5448 3.2929 0.0 0.0 0.0
H 2.2523 0.6754 -0.0091 0.0 0.0 0.0
H -3.8056 2.2232 -1.4962 0.0 0.0 0.0
H -1.8524 5.5447 -2.4532 0.0 0.0 0.0
H 5.3165 -2.4443 0.6630 0.0 0.0 0.0
H -5.4831 2.3876 2.4974 0.0 0.0 0.0
H -3.6567 0.7228 4.5107 0.0 0.0 0.0
H 2.0920 0.5051 2.9199 0.0 0.0 0.0
```
Forces are in eV/Å.

Formula: C48H56N7O6SV
Source: the Open Molecules 2025 dataset
Level of theory: ωB97M-V with the def2-TZVPD basis set

Kohn-Sham gap (alpha / beta): 5.42 / 5.40 eV
Expectation value of S²: 0.933
E_tot: -109927.3926 eV
Relative energy (zero: lowest compared OMol25 entry of this formula, charge and spin): 0.0 kJ/mol
E_LUMO (alpha / beta): 1.504 / 1.486 eV
Net charge: -1
2S+1: 2

XYZ file:
```
119
Properties=species:S:1:pos:R:3:forces:R:3
V -0.2858 0.2851 -0.3538 0.5 0.8 -0.3
S 2.0005 -1.5228 3.6889 0.3 -0.4 0.1
O 3.7683 -5.3120 0.2547 0.5 -0.3 0.2
O -1.1457 -2.4488 0.1873 0.0 -0.1 0.0
O 2.3967 -3.2865 0.2697 -0.1 0.2 0.1
O 2.0208 -2.0897 2.0270 0.1 0.0 0.1
O -5.1767 0.2745 1.8430 0.0 -0.1 0.3
O -0.7447 -1.2343 -0.0134 -0.5 -0.9 0.3
N 1.7599 0.2047 -0.0762 0.0 0.2 0.0
N -4.2253 -0.8209 0.0902 0.0 -0.1 0.0
N -0.3656 1.3070 1.4300 0.1 0.1 0.0
N -4.8817 -1.9641 2.0571 0.1 -0.1 0.0
N -3.3155 -1.9672 -1.6680 0.3 0.1 -0.3
N 0.0796 0.1339 -2.3787 0.3 0.1 0.1
N -1.9789 1.3437 -0.9068 0.0 0.0 0.3
C -4.8359 2.1738 -3.1684 0.0 0.0 0.0
C 2.9060 -0.3345 -5.8726 0.0 0.0 0.0
C 6.4074 -4.8534 2.6758 0.0 -0.1 -0.1
C -4.1171 -3.2271 0.2184 -0.1 0.1 0.0
C 4.0194 -3.5935 1.9326 -0.1 0.0 0.1
C 5.3347 -2.4067 -0.9478 0.1 0.0 0.0
C 0.0735 1.9072 3.6029 -0.1 0.0 0.0
C 5.4930 1.9129 1.6759 0.0 0.0 -0.1
C 3.8546 0.1905 0.8742 0.2 0.1 -0.2
C -1.2583 2.1498 3.3707 0.1 0.0 0.1
C -1.4961 1.7956 2.0119 -0.2 0.0 -0.3
C 2.4790 0.5296 1.0500 -0.2 -0.3 0.0
C -5.2457 -1.9028 3.4594 -0.1 0.0 0.1
C -2.6988 2.0085 1.3275 0.1 0.0 0.3
C 3.9672 -0.3625 -0.3720 0.1 0.0 0.2
C 2.7640 -2.9607 1.4090 -0.2 0.1 0.0
C -0.7842 0.3324 -3.4075 0.0 -0.1 -0.2
C 1.9254 0.9751 2.2293 0.1 1.0 -0.2
C 5.6266 -5.4011 1.6788 0.0 0.0 0.0
C -3.9108 1.9576 -2.0140 0.1 -0.1 -0.2
C 5.1995 -0.8875 -1.0385 0.1 0.1 -0.1
C -2.5747 1.4119 -2.1238 -0.1 -0.1 -0.1
C -2.3968 4.2226 4.2455 0.0 0.0 0.0
C 1.1886 -0.4943 -2.9144 -0.3 0.1 0.0
C 0.9698 -0.7417 -4.3270 0.2 0.0 0.0
C 4.9452 0.4972 1.8465 0.0 -0.2 0.1
C -4.1258 2.1910 -0.7001 0.0 0.1 0.2
C -4.5425 3.4683 -3.9272 0.0 0.0 0.0
C -1.9541 -1.3921 -6.0290 0.0 0.0 0.0
C -3.8762 -1.9721 -0.4320 -0.1 -0.1 0.1
C 2.6534 -0.3445 -0.9335 -0.2 0.0 -0.4
C 4.4486 -4.7669 1.2798 -0.2 -0.3 -0.2
C 1.9628 -1.3670 -5.2529 0.0 -0.1 0.0
C 2.3498 -0.7397 -2.2456 0.3 0.0 0.1
C -2.2799 2.6997 4.3154 0.0 0.0 0.0
C -5.3200 4.2286 0.1640 0.0 0.0 -0.1
C 1.6924 3.3602 4.8841 0.0 0.1 0.0
C -4.7779 -0.7636 1.3313 0.1 0.0 -0.1
C -0.2341 -0.2107 -4.6384 -0.2 0.0 0.1
C 4.8420 -3.0572 2.9245 -0.2 0.0 0.0
C -2.9099 1.8365 -0.0058 0.1 0.0 -0.3
C 6.0277 -3.6682 3.2924 0.0 0.1 0.0
C 0.6073 1.3873 2.3893 -0.1 -0.2 0.0
C -2.0161 0.9456 -3.3076 0.0 0.0 0.0
C 0.8473 2.0858 4.8664 0.0 0.0 0.1
C -4.5801 -3.1536 1.4774 -0.1 0.0 0.0
C -0.9512 -0.2414 -5.9490 0.1 0.1 -0.1
C -5.3520 2.7123 -0.0340 -0.1 0.1 0.1
H 4.4539 -2.9032 -1.3522 0.0 0.0 0.0
H 5.4300 -2.7238 0.0915 0.1 0.1 -0.1
H -3.5326 2.3696 1.9110 -0.1 0.0 0.0
H -2.6515 4.5419 3.2341 0.0 0.0 0.0
H 3.1469 -1.2208 -2.7981 0.0 0.0 0.0
H 2.3448 0.4204 -6.4237 0.0 0.0 0.0
H -2.4670 -1.4069 -6.9907 0.0 0.0 0.0
H 1.4318 -1.9019 -6.0439 0.0 0.0 0.0
H -6.2118 4.5754 0.6856 -0.1 0.0 0.0
H 2.2547 3.4490 5.8140 0.0 0.0 0.0
H -5.2624 4.7492 -0.7930 0.0 0.0 0.0
H 2.6092 1.2620 3.0133 0.0 -0.3 0.1
H -1.4489 -2.3487 -5.8955 0.0 0.0 0.0
H -4.7429 -4.0297 2.0917 0.0 0.0 0.0
H 5.9131 -6.3075 1.1646 0.0 0.0 0.0
H -3.1643 4.5951 4.9250 0.0 0.0 0.0
H 7.3254 -5.3491 2.9666 0.0 0.0 0.0
H 2.4023 3.3714 4.0568 0.0 0.0 0.0
H -4.7680 1.3271 -3.8567 0.0 0.0 0.0
H -4.6614 4.3318 -3.2727 0.0 0.0 0.0
H 4.5631 0.3657 2.8626 0.0 -0.1 0.0
H 3.6115 -0.8049 -6.5573 0.0 0.0 0.0
H 2.5456 -2.1177 -4.7149 0.0 0.0 0.0
H -5.8018 -2.8009 3.7263 0.0 0.0 0.0
H -1.4505 4.6961 4.5084 0.0 0.0 0.0
H -3.5165 3.4776 -4.2956 0.0 0.0 0.0
H 5.9028 2.0501 0.6741 0.0 0.0 0.0
H 0.1540 2.1023 5.7119 0.0 0.0 0.0
H -6.2258 2.4402 -0.6321 0.0 0.0 0.0
H -3.2513 2.2475 4.1044 0.0 0.0 0.0
H 5.7538 -0.2291 1.7287 0.0 0.0 0.0
H -5.8626 -1.0223 3.6159 0.0 0.0 0.0
H -5.8660 2.1855 -2.8030 0.0 0.0 0.0
H -5.4673 2.2050 0.9253 0.0 0.0 -0.1
H 6.2788 2.1223 2.4004 0.1 0.0 0.1
H -2.0207 2.4004 5.3348 0.0 0.0 0.0
H 1.4911 1.2129 5.0108 0.0 0.0 0.0
H -3.8788 -4.1699 -0.2438 0.1 0.0 0.0
H -2.7836 -2.7906 -1.9027 0.0 -0.1 0.2
H 4.7013 2.6511 1.8079 0.0 0.0 0.0
H 6.6478 -3.2262 4.0600 0.0 0.0 0.0
H -2.6021 1.0456 -4.2103 0.0 0.0 0.0
H 6.0760 -0.4173 -0.5845 0.0 0.0 0.0
H 6.2134 -2.7555 -1.4919 0.0 0.0 0.0
H 5.2036 -0.5796 -2.0892 0.0 0.0 0.0
H -2.7898 -1.1261 -1.8857 -0.3 0.1 0.0
H -2.7043 -1.3060 -5.2424 0.0 0.0 0.0
H 3.0770 -4.6322 0.0233 -0.1 0.1 0.0
H -5.2117 3.5908 -4.7794 0.0 0.0 0.0
H 1.0632 4.2458 4.7806 0.0 0.0 0.0
H -4.4478 4.5242 0.7484 0.0 0.0 0.0
H -1.4707 0.7070 -6.1078 0.0 0.0 0.0
H 4.5203 -2.1558 3.4155 -0.1 0.2 0.1
H -0.2232 -0.3312 -6.7591 0.0 0.0 0.0
H -4.3549 -1.8266 4.0858 0.0 0.0 0.0
H 3.4715 0.1805 -5.0958 0.0 0.0 0.0
```
Forces are in eV/Å.

Formula: C48H57ClN10S2Y
Source: the Open Molecules 2025 dataset
Level of theory: ωB97M-V with the def2-TZVPD basis set

Kohn-Sham gap: 6.56 eV
E_tot: -100837.4250 eV
Relative energy (zero: lowest compared OMol25 entry of this formula, charge and spin): 42.7 kJ/mol
E_LUMO: -2.326 eV
Net charge: +1

XYZ file:
```
119
Properties=species:S:1:pos:R:3:forces:R:3
Y 0.1499 -0.1328 0.0212 -0.2 -0.8 -0.3
Cl 2.0670 1.5162 -7.2089 0.0 0.0 0.1
S 3.3385 0.4873 -1.4778 -0.1 0.0 0.2
S -3.3704 -0.9650 0.1625 -0.2 0.0 0.0
N -0.9318 3.2060 3.3563 0.2 -0.2 0.2
N 1.2202 -2.9479 0.2033 -0.1 0.1 0.2
N -0.7464 1.8194 1.4719 -0.2 -0.3 0.2
N 2.5063 -0.9482 -4.0003 0.3 -0.1 0.0
N -5.3424 0.3649 -1.0415 0.0 0.0 0.0
N 0.9441 1.9459 3.1424 -0.1 -0.1 -0.2
N -0.3201 -1.8946 -1.9785 -0.4 0.1 0.0
N 2.0171 -0.5721 -1.7277 0.0 0.3 0.4
N -5.9529 -0.8027 0.8424 -0.1 -0.1 0.1
N -0.8264 -1.7599 1.8270 -0.1 0.3 -0.2
C -0.0585 1.3359 -3.1675 -0.4 -0.1 0.2
C -0.6248 1.4420 5.7449 0.0 0.0 0.0
C -1.7450 -3.4155 -3.1626 -0.1 0.0 0.1
C -0.2655 5.1054 4.6855 0.1 0.1 0.0
C 3.1790 2.0352 4.7788 0.0 0.0 0.0
C -6.6124 0.1757 -1.7434 0.1 0.0 0.1
C -5.8170 -1.9413 1.7349 0.1 0.1 0.0
C 0.1153 0.6740 -5.5203 0.0 0.0 0.1
C 0.2878 -2.6819 -4.1487 -0.1 -0.2 -0.1
C -0.5604 -3.2092 1.8071 -0.1 0.1 0.1
C -0.5134 0.6167 -4.2820 -0.1 0.0 -0.2
C 1.8476 0.2078 1.6570 0.4 -0.1 -0.1
C 3.0889 1.0751 3.6185 0.0 0.0 0.0
C -4.3324 1.0578 -1.8317 -0.1 -0.1 0.0
C -4.3730 2.7637 1.4308 0.0 0.0 0.0
C -1.4264 -2.6402 -2.0591 0.1 0.0 -0.1
C 4.0673 -0.6762 2.2874 -0.1 0.1 0.0
C 0.0617 3.5380 6.9217 0.0 0.0 0.0
C 4.4509 -0.2886 -5.2731 0.1 0.0 -0.1
C 1.7562 -1.0704 -2.8807 -0.3 -0.1 -0.2
C -0.7448 1.2102 -1.8623 0.5 0.1 -0.3
C -0.8694 -3.4372 -4.2291 0.1 0.0 -0.1
C 0.2937 4.9002 7.0036 0.0 0.0 0.0
C 0.1174 5.6938 5.8782 0.0 0.0 0.0
C 0.9035 -3.4611 1.5393 0.1 0.0 -0.1
C 5.6594 0.3892 -5.3732 0.0 0.0 0.0
C 6.1582 1.0748 -4.2779 0.0 0.0 0.0
C 5.4457 1.0844 -3.0831 0.0 0.0 0.0
C 1.9695 1.0408 2.7629 -0.1 0.2 0.2
C -0.3459 2.9221 5.7384 0.0 0.0 0.1
C 2.9485 -0.6452 1.4705 0.2 -0.1 0.0
C -7.0995 0.0496 1.1493 0.1 -0.1 0.0
C -3.2098 2.0882 1.7937 -0.1 -0.1 -0.1
C 4.2325 0.4233 -2.9903 0.1 0.1 -0.1
C -2.0086 2.4505 1.1647 0.0 -0.1 -0.2
C 1.0646 2.1497 -3.3783 0.1 0.1 0.0
C -0.2481 2.2699 2.6054 0.2 0.3 0.0
C 3.7425 -0.2621 -4.0879 -0.3 -0.1 0.0
C -3.2796 1.0785 2.9051 0.0 0.0 0.0
C -0.4916 3.7338 4.6081 -0.1 0.0 -0.2
C 0.5181 -1.9162 -3.0167 0.4 0.3 0.2
C 1.7125 2.2123 -4.6028 0.0 0.1 0.1
C -3.1751 4.1802 -0.0782 0.1 0.0 0.0
C 4.1300 0.1992 3.3606 0.1 0.0 0.1
C -4.9768 -0.4365 -0.0165 0.0 0.1 -0.2
C -2.0074 3.5132 0.2638 0.0 0.0 0.0
C 1.2415 1.4622 -5.6701 0.0 0.0 -0.1
C -4.3721 3.7933 0.5013 0.0 0.0 0.0
H -7.0169 1.0000 0.6347 0.0 0.0 0.0
H 0.2680 0.8551 5.5112 0.0 0.0 0.0
H 1.4490 2.7410 -2.5542 0.0 0.0 0.0
H 0.2888 6.7609 5.9244 0.0 0.0 0.0
H 5.0008 0.2123 4.0065 0.0 0.0 0.0
H -3.1424 4.9978 -0.7866 0.0 0.0 0.0
H -2.0953 -2.6123 -1.2110 0.0 0.0 0.0
H -7.2105 -0.5885 -1.2601 0.0 0.0 0.0
H -0.4219 -1.3526 2.6674 0.1 0.0 0.0
H -0.2714 0.1186 -6.3668 0.0 0.0 0.0
H 1.1218 -4.5246 1.6684 0.0 0.0 0.0
H -2.5143 0.3105 2.8131 0.0 0.0 0.0
H -1.0604 3.8272 -0.1560 0.0 0.0 0.0
H 1.5080 -2.9111 2.2645 0.0 0.0 0.0
H 4.8870 -1.3544 2.0841 0.0 0.0 0.0
H -3.1404 1.5723 3.8690 0.0 0.0 0.0
H 4.1402 1.9361 5.2797 0.0 0.0 0.0
H -7.1084 0.2360 2.2256 0.0 0.0 0.0
H 2.5867 2.8379 -4.7337 0.0 0.0 0.0
H 0.1764 2.9220 7.8065 0.0 0.0 0.0
H 0.7515 -3.5137 -0.4957 0.0 0.0 0.0
H -4.8315 1.8517 -2.3867 0.0 0.0 0.0
H -5.2989 2.4878 1.9223 0.0 0.0 0.0
H -0.8575 -3.6883 2.7427 0.0 0.0 0.0
H -1.7354 0.7787 -2.0217 0.0 0.0 0.1
H -6.3964 -0.1505 -2.7628 0.0 0.0 0.0
H 3.0908 3.0796 4.4609 0.0 0.0 0.0
H 2.0776 -1.1871 -4.8760 0.0 0.1 0.0
H -2.6593 -3.9928 -3.1661 0.0 0.0 0.0
H 0.9931 -2.7171 -4.9648 0.0 0.0 0.0
H 5.8311 1.6223 -2.2240 0.0 0.0 0.0
H -0.3899 5.7070 3.7928 0.0 0.0 0.0
H -5.6349 -1.6067 2.7594 0.0 0.0 0.0
H -6.7438 -2.5160 1.7182 0.0 0.0 0.0
H -1.1696 -3.6482 1.0121 0.0 0.0 0.0
H -4.9928 -2.5712 1.4175 0.0 0.0 0.0
H 2.4058 1.8603 5.5330 0.0 0.0 0.0
H -1.8312 -1.5935 1.8630 0.0 0.0 0.1
H -7.1862 1.1021 -1.7923 0.0 0.0 0.0
H -4.2518 0.5836 2.9194 0.0 0.0 0.0
H -1.4091 0.0087 -4.1780 0.0 0.0 0.0
H -8.0460 -0.4234 0.8819 0.0 0.0 0.0
H -1.3859 1.1711 5.0152 0.0 0.0 0.0
H 1.1710 2.5109 3.9436 0.0 0.0 0.0
H -3.5790 1.4965 -1.1878 0.0 0.0 0.1
H 0.5987 5.3421 7.9431 0.0 0.0 0.0
H 2.2129 -3.0168 0.0137 0.0 0.0 0.0
H 6.2033 0.3774 -6.3080 0.0 0.0 0.0
H -1.0708 -4.0335 -5.1095 0.0 0.0 0.0
H -1.6349 3.7282 2.8586 0.0 0.0 0.1
H -0.8679 2.1868 -1.3988 0.0 0.1 0.0
H 4.0524 -0.8258 -6.1268 0.0 0.0 0.0
H -0.9714 1.1375 6.7317 0.0 0.0 0.0
H 2.9511 -1.3159 0.6211 0.0 0.0 0.0
H -3.8468 0.3740 -2.5334 0.0 0.0 0.0
H 7.0994 1.6032 -4.3465 0.0 0.0 0.0
H -5.2938 4.3012 0.2459 0.0 0.0 0.0
```
Forces are in eV/Å.